(1)
ORCA calculation (wB97M-V/def2-TZVPD) on a structure of composition C31H42AuN2Si in a non-equilibrium geometry.

The geometry in XYZ format:
```
77
Properties=species:S:1:pos:R:3:forces:R:3
Au 1.5154 -0.9729 0.5533 -0.019 0.757 0.373
C 1.7146 -1.0335 -1.4493 -0.529 -0.293 -0.398
Si 0.4330 0.0398 -2.2809 -0.145 -0.838 -0.141
C -0.9597 -1.0816 -3.0953 0.785 0.705 -0.388
N -1.5532 -2.0198 -2.1884 -0.540 -0.994 0.591
C -2.7938 -1.7266 -1.4643 0.625 0.339 0.748
C -3.9586 -2.6327 -1.8990 0.182 0.278 -1.097
C -3.5874 -4.1191 -2.0328 0.587 -0.342 0.903
C -2.2520 -4.3261 -2.8050 -0.694 0.096 0.373
C -1.1729 -3.4408 -2.1860 0.191 1.128 -1.034
C -0.6501 1.3644 -1.4511 -0.277 0.186 -0.402
C -1.7213 1.9104 -2.2216 0.693 -0.271 1.889
C -2.6020 2.8061 -1.6359 -0.723 0.762 -1.016
C -2.3858 3.3233 -0.3680 0.166 0.060 0.899
C -1.3135 2.8222 0.3736 -0.225 -0.290 0.040
C -0.4833 1.8159 -0.1479 -0.507 0.912 -0.339
C 1.2920 0.9386 -3.7073 -0.615 -0.805 0.450
C 1.1639 2.2902 -3.9129 -0.116 1.058 -1.044
C 1.5660 2.8204 -5.1496 0.275 0.560 -0.111
C 2.1762 2.0302 -6.1252 -0.413 -0.064 0.835
C 2.3221 0.6649 -5.8730 0.463 -0.270 -1.031
C 1.8787 0.1326 -4.7037 -0.071 0.598 1.390
H 2.7329 -0.7436 -1.7099 0.038 0.000 -0.220
H 1.5622 -2.1136 -1.6233 0.020 0.289 -0.478
H -0.4451 -1.6001 -3.9321 -0.501 0.071 0.172
H -1.7719 -0.4552 -3.5046 0.403 -0.146 -0.250
H -3.1226 -0.6398 -1.5320 0.718 -1.240 -0.244
H -2.5571 -1.8679 -0.3704 -0.455 -0.032 -0.648
H -4.2661 -2.2872 -2.9032 -0.010 0.001 0.236
H -4.8036 -2.4523 -1.2353 -0.114 -0.252 0.096
H -4.4030 -4.7271 -2.4832 0.406 0.451 0.347
H -3.3979 -4.4870 -0.9918 -0.293 -0.037 -0.649
H -2.4143 -4.0499 -3.8567 0.219 -0.152 0.107
H -1.9256 -5.3799 -2.7268 -0.268 0.314 -0.219
H -0.2196 -3.5652 -2.7621 -0.676 0.221 0.658
H -1.0162 -3.7448 -1.1563 0.251 -0.253 0.372
H -1.8548 1.5815 -3.2211 -0.244 -0.138 -0.764
H -3.4733 3.1863 -2.2049 0.618 -0.290 0.223
H -3.0534 4.1060 0.0619 0.554 -0.784 -0.411
H -1.1554 3.1444 1.3969 0.092 0.132 -0.051
H 0.3427 1.4482 0.4302 0.153 -0.194 0.379
H 0.7240 2.9956 -3.1859 0.154 -0.726 -0.286
H 1.3940 3.8919 -5.3364 0.274 -0.494 0.031
H 2.5684 2.4740 -7.0165 -0.033 0.152 -0.477
H 2.7598 -0.0544 -6.5758 0.063 0.669 -0.050
H 2.1104 -0.8853 -4.4465 -0.269 -0.491 -0.136
C -0.7720 3.2453 4.8284 0.147 -0.054 0.680
C 0.3650 2.5371 4.1557 1.365 0.012 0.056
C 1.5726 3.2251 3.9445 -0.199 0.107 0.173
C 2.7007 2.6497 3.3135 -1.855 -0.381 0.095
C 3.9736 3.4364 3.2467 0.800 -0.424 -0.140
C 2.5038 1.3769 2.7841 -0.345 -0.207 -0.016
C 1.2977 0.6000 3.0001 1.110 1.326 1.243
C 0.3114 1.2000 3.7997 -0.473 0.134 -0.384
N 1.2179 -0.6625 2.5592 0.561 -1.880 -0.903
C 0.8747 -1.8491 3.3586 -0.127 1.263 0.041
C -0.5937 -2.1937 3.2196 -1.234 -0.350 -0.177
C 1.7020 -3.0323 2.8688 -0.210 -0.327 -0.130
C 1.2018 -1.5526 4.8214 -0.477 -0.616 1.125
H -1.1589 4.0584 4.2315 -0.375 0.018 -0.507
H -0.4322 3.7579 5.7297 0.145 -0.135 0.211
H -1.5671 2.5607 5.1335 -0.036 0.101 -0.240
H 1.6168 4.2329 4.3469 0.214 0.133 -0.121
H 4.4186 3.5877 4.2518 -0.303 -0.031 -0.482
H 3.7953 4.4060 2.7914 -0.026 0.247 0.069
H 4.7384 2.9388 2.6222 -0.351 0.076 0.290
H 3.2840 0.8715 2.2251 0.094 0.027 0.035
H -0.5416 0.5884 4.0593 -0.295 0.220 -0.100
H -0.8830 -2.5259 2.2032 0.456 0.243 0.268
H -1.2110 -1.3029 3.4208 0.136 -0.412 0.132
H -0.8876 -3.0212 3.8932 0.056 0.356 -0.054
H 1.3705 -3.3623 1.8685 0.254 0.343 0.263
H 1.5212 -3.8755 3.5312 0.082 -0.246 0.240
H 2.7687 -2.8037 2.8511 -0.070 0.033 -0.040
H 0.5645 -0.7365 5.2579 0.713 -0.818 -0.449
H 2.2543 -1.2630 4.8801 -0.085 0.094 0.167
H 1.0510 -2.4722 5.4579 0.134 0.805 -0.575
```
Forces are in eV/Å.

LUMO in eV: 2.83
E_HOMO in hartree: -0.128
Charge: -1
Largest force on an atom in eV/A: 2.16
Multiplicity: 1

---

(2)
ORCA calculation (wB97M-V/def2-TZVPD) on a cluster of 2 separate species, C3H4O2S in total in a non-equilibrium geometry.

The geometry in XYZ format:
```
10
Properties=species:S:1:pos:R:3:forces:R:3
C -1.3465 -2.0270 0.5596 -0.813 -0.609 1.527
C 0.6416 1.6897 0.3730 -0.051 1.464 0.446
C -0.8137 -1.9990 -0.6129 3.061 -1.315 1.007
O -1.8753 -2.1205 1.5842 0.025 0.186 0.241
O 2.4102 2.7761 -1.2178 -0.547 0.044 -0.064
S 1.1055 2.9677 -0.5633 -0.013 -1.889 1.296
H 1.1556 0.7781 0.6026 0.859 -0.275 -0.710
H -0.1277 1.7914 1.1531 -0.264 0.639 -0.971
H -1.4066 -1.4542 -1.2575 -0.445 0.912 -2.063
H 0.2568 -2.4023 -0.6211 -1.812 0.843 -0.710
```
Forces are in eV/Å.

LUMO in eV: -0.42
E_HOMO in hartree: -0.353
Energy above the lowest of the compared OMol25 structures with the same formula, charge and spin in eV: 3.182
Charge: 0
Largest force on an atom in eV/A: 3.48
Multiplicity: 1

---

(3)
ORCA calculation (wB97M-V/def2-TZVPD) on a structure of composition C34H42FeNO4 in a non-equilibrium geometry.

The geometry in XYZ format:
```
82
Properties=species:S:1:pos:R:3:forces:R:3
O 6.7745 0.5573 1.1912 1.558 -0.275 -0.058
C 7.6285 -0.2340 0.2928 -0.568 -0.024 -0.033
C 8.9124 0.0937 1.0666 -0.748 0.111 0.134
H 7.5674 0.1480 -0.7358 0.027 -0.142 0.259
H 7.3305 -1.2955 0.3195 0.087 0.342 -0.116
C 7.9574 0.8946 2.0033 0.268 0.183 0.203
H 9.6545 0.6707 0.5117 -0.091 -0.044 0.176
H 9.3590 -0.7809 1.5504 0.068 0.288 -0.128
C 8.1120 2.4037 2.0577 -0.056 -0.103 -0.008
H 8.1325 2.8311 1.0519 -0.018 -0.009 0.126
H 9.0219 2.6904 2.5933 -0.038 -0.060 -0.087
H 7.2555 2.8085 2.6115 0.141 0.051 -0.209
C 7.8813 0.3251 3.4133 -0.127 0.053 -0.100
H 7.7329 -0.7598 3.3908 -0.030 0.165 0.046
H 7.0587 0.8007 3.9627 0.130 -0.189 -0.068
H 8.8194 0.5427 3.9432 -0.211 -0.082 -0.121
Fe -0.5841 -0.6788 0.4772 -0.272 0.669 0.991
C -1.6394 -2.3863 1.8185 0.765 -0.267 -0.196
C -1.4807 -3.0701 0.5798 0.941 -0.213 0.669
C -0.0913 -3.1101 0.2580 -0.588 0.099 0.626
H -2.2770 -3.5367 0.0157 0.056 0.403 -0.148
C 0.6367 -2.5062 1.3363 -1.048 0.362 0.260
C -0.3276 -2.0462 2.3084 0.264 -0.706 -0.673
H -0.0973 -1.6131 3.2767 -0.043 -0.042 -0.328
H -2.5847 -2.1898 2.3247 0.356 -0.038 -0.180
H 0.3491 -3.5458 -0.6340 -0.142 0.100 0.196
H 1.7160 -2.4972 1.4491 -0.261 0.112 -0.072
C -2.0809 1.0652 1.2928 0.768 0.370 -0.200
C -1.1022 0.8229 2.3065 0.249 0.434 -0.637
C 0.1784 1.1931 1.7792 -0.709 0.027 -0.008
H -1.3146 0.5092 3.3259 0.134 -0.125 -0.367
C -0.0194 1.7159 0.4601 -0.888 -0.428 0.271
C -1.4123 1.6308 0.1583 0.243 0.262 1.014
H -1.9009 2.0126 -0.7291 0.129 -0.360 0.049
H -3.1542 0.9339 1.3927 0.421 -0.087 -0.104
H 1.1101 1.1980 2.3336 -0.203 -0.119 -0.171
H 0.7356 2.1674 -0.1723 -0.096 -0.317 0.108
O 2.5424 0.4103 -0.1281 0.111 -1.167 -0.029
C 3.1724 -0.0197 1.1121 -0.002 0.111 0.102
C 4.3152 -0.9595 0.7327 0.104 -0.240 -0.262
H 2.4724 -0.5600 1.7894 0.145 0.636 -0.533
H 3.5514 0.8823 1.6220 -0.270 -0.273 -0.222
C 4.4146 -0.7909 -0.7978 0.224 0.206 0.390
H 4.0718 -1.9959 1.0003 -0.025 0.106 -0.169
H 5.2314 -0.6784 1.2446 -0.176 -0.131 -0.049
C 2.9563 -0.5419 -1.1533 0.204 0.028 0.670
H 4.8692 -1.6496 -1.2885 -0.105 -0.082 -0.076
H 5.0243 0.0993 -1.0246 -0.274 -0.231 -0.009
H 2.4033 -1.5061 -1.0351 0.070 0.654 -0.254
H 2.8004 -0.1026 -2.1459 -0.166 -0.057 0.380
C -5.5796 2.9842 -4.0730 -0.116 0.049 -0.151
C -5.4845 2.7336 -2.5918 -0.008 0.007 0.576
C -5.0560 3.7916 -1.7942 0.324 0.309 0.164
C -4.8621 3.6451 -0.4194 -0.397 -0.135 -0.213
C -5.0731 2.4030 0.1605 0.284 0.044 -0.312
C -5.3510 1.2869 -0.6518 0.072 0.714 -0.581
N -5.1479 0.0448 -0.0623 -0.217 -0.811 1.065
C -4.9920 -1.2462 -0.6297 -0.088 -0.409 -0.142
C -5.8622 -2.2836 -0.2496 0.060 0.372 -0.277
C -5.8162 -3.5059 -0.9107 0.130 -0.054 0.048
C -4.8785 -3.7213 -1.9243 0.043 0.088 -0.103
C -3.9138 -2.7519 -2.2008 -0.129 0.015 0.166
C -3.9388 -1.5399 -1.5163 -0.069 0.244 0.590
C -2.7964 -0.5494 -1.5740 -0.159 1.860 -1.277
O -2.9541 0.5452 -2.1313 0.329 -1.644 0.576
O -1.6941 -0.9481 -1.0095 -0.579 -0.191 -0.991
C -5.7277 1.4754 -2.0099 0.442 0.224 0.659
C -6.2273 0.3394 -2.8421 0.141 -0.382 -0.485
H -4.9133 2.3293 -4.6439 -0.116 -0.071 0.127
H -6.5937 2.8608 -4.4639 0.050 -0.076 0.022
H -5.2707 4.0123 -4.2848 -0.088 -0.146 0.017
H -4.8489 4.7513 -2.2743 -0.041 -0.259 0.207
H -4.5191 4.4848 0.1857 -0.228 -0.188 -0.124
H -4.9263 2.2658 1.2333 0.088 -0.008 -0.254
H -5.0609 0.0540 0.9526 -0.267 0.101 -0.523
H -6.6015 -2.0870 0.5320 0.143 -0.059 -0.352
H -6.5324 -4.2866 -0.6492 0.229 0.200 -0.084
H -4.8893 -4.6511 -2.4893 0.017 0.148 0.148
H -3.1361 -2.9048 -2.9511 -0.181 -0.149 0.270
H -5.3674 -0.1830 -3.2951 -0.322 0.024 0.034
H -6.8050 -0.3976 -2.2676 0.194 0.251 -0.112
H -6.8627 0.6962 -3.6640 0.151 -0.035 0.253
```
Forces are in eV/Å.

LUMO (spin up / spin down) in eV: 0.62 / -0.61
E_HOMO (spin up / spin down) in hartree: -0.262 / -0.262
Energy above the lowest of the compared OMol25 structures with the same formula, charge and spin in eV: 0.000
Charge: 0
Largest force on an atom in eV/A: 2.26
Multiplicity: 6

---

(4)
ORCA calculation (wB97M-V/def2-TZVPD) on a cluster of 7 separate species, C18H40NO12P in total in a non-equilibrium geometry.

The geometry in XYZ format:
```
72
Properties=species:S:1:pos:R:3:forces:R:3
N -0.2152 -0.9168 -0.6786 -7.146 -3.203 -0.244
H -0.7932 -0.1138 -0.5336 0.145 0.546 0.127
H 0.6238 -0.9158 -1.0206 6.731 0.953 -3.129
H -0.6312 -1.7518 -1.3456 0.873 1.128 1.006
H -0.0712 -1.5718 0.0634 0.365 -1.142 2.073
P 0.8638 -3.8998 -0.9296 2.249 0.537 -1.869
O 1.1278 -2.9118 -2.0836 1.749 2.710 -1.984
O 1.2248 -3.1148 0.3584 0.573 0.958 2.261
O 1.5738 -5.2038 -1.1896 0.806 -0.954 0.852
O -0.5962 -3.9598 -1.0476 -6.372 -0.780 1.112
O -1.9052 -0.8098 1.9024 3.094 7.505 -1.222
C -2.4752 -1.7318 2.2124 -3.737 -9.418 0.626
O -3.7422 -1.8888 2.6844 -1.556 2.537 0.839
C -4.4602 -0.5888 3.0274 0.863 -8.135 6.391
C -5.8742 -0.8758 3.5674 2.220 -9.048 -1.074
C -2.0022 -3.1668 1.8584 1.679 6.703 -1.059
H -4.5092 -0.0948 2.2504 -0.449 5.041 -7.742
H -3.7652 -0.1798 3.7124 0.105 1.033 1.052
H -6.2012 -0.0028 3.4934 -4.010 7.419 -0.070
H -5.8892 -1.2728 4.6204 -0.048 0.331 -1.233
H -6.5922 -1.6508 2.7794 2.472 2.358 2.436
H -2.4762 -3.3208 0.9654 -0.435 -0.644 -2.843
H -2.3332 -3.8198 2.4754 -1.633 -4.408 4.414
H -0.9782 -2.9278 1.8024 1.578 -1.373 -0.688
O -0.7742 1.7052 -4.1756 -1.177 -1.913 0.769
C -0.7622 0.4942 -3.9376 2.387 0.962 -0.782
O -1.7612 -0.2578 -3.3966 1.183 0.939 -1.759
C -2.8672 0.4242 -3.0126 -4.711 1.843 4.617
C -3.6482 -0.5988 -2.0296 2.388 -3.384 -0.776
C 0.4588 -0.3718 -4.2276 -4.781 -1.613 0.468
H -3.7782 0.7822 -3.6646 2.386 -0.899 -0.187
H -2.6492 1.3952 -2.3806 0.162 -1.779 -1.284
H -3.0032 -1.1778 -1.1626 -1.358 2.200 -1.842
H -3.7682 -1.5818 -2.6936 -0.339 2.105 1.151
H -4.6112 -0.2428 -1.6656 0.146 0.037 -0.038
H 0.4988 -1.1868 -3.5296 0.215 -0.926 0.540
H 1.3158 0.1132 -4.2456 3.793 2.728 0.108
H 0.2908 -0.7898 -5.1976 -0.167 -0.511 -0.760
O 2.9888 0.9892 -2.1246 0.470 0.364 0.587
C 3.6108 0.2412 -1.4066 0.655 -2.300 -0.529
O 4.2878 0.5592 -0.3006 0.769 1.747 1.758
C 4.4588 1.9292 0.0964 7.585 -3.981 -1.071
C 5.3228 2.1362 1.3564 1.120 0.048 0.682
C 3.6508 -1.2698 -1.5186 -4.174 7.788 2.590
H 3.7148 2.4332 0.2764 -9.028 4.074 2.001
H 4.8168 2.5032 -0.7116 1.254 0.332 -1.393
H 6.5118 2.0322 1.1804 -2.887 -0.735 0.847
H 4.7408 1.6752 2.2354 1.782 -0.421 -1.142
H 5.2778 3.1752 1.7514 -0.256 -0.052 -1.023
H 3.2088 -1.5298 -2.3286 -3.718 -1.625 -5.092
H 3.0868 -1.6138 -0.6846 -1.851 -0.228 0.723
H 4.2718 -1.9458 -1.4046 8.063 -5.085 1.150
C 1.6528 -1.7258 3.0904 -0.554 -3.000 1.805
C 1.3388 -0.3418 3.3884 0.668 3.386 5.373
O 1.1138 0.0622 4.6574 0.851 -1.955 -6.218
C 1.3518 0.7222 2.2434 -2.784 -2.938 5.445
H 1.8298 -2.3828 4.0374 -0.614 1.449 -1.396
H 2.3488 -2.1258 2.3684 0.966 1.061 -0.694
H 0.8518 -2.2168 2.5024 -0.418 0.197 0.186
H 1.2878 1.6602 2.6274 -1.517 2.795 2.098
H 0.4948 0.4702 1.7784 -2.317 -0.469 -2.957
H 2.2158 0.9132 1.8744 5.735 -0.682 -3.918
C -0.7702 4.2842 -1.8566 -2.463 -0.416 1.991
C -0.1812 3.5922 -0.6116 -0.486 -4.893 0.175
O -0.4502 2.3462 -0.3256 0.921 6.068 -1.029
C 0.9528 4.3322 0.0614 1.100 -1.398 0.137
H -0.3082 5.2602 -2.0046 -0.925 0.439 0.302
H -1.9492 4.0812 -2.0196 2.786 1.053 0.692
H -0.3622 3.7402 -2.6226 1.023 -1.793 -2.165
H 1.6708 4.8362 -0.6316 0.252 -1.794 -0.189
H 1.3648 3.8902 1.0024 0.068 -0.375 -1.387
H 0.7498 5.2702 0.3974 -2.313 2.895 1.408
```
Forces are in eV/Å.

LUMO in eV: 3.78
E_HOMO in hartree: 0.048
Energy above the lowest of the compared OMol25 structures with the same formula, charge and spin in eV: 4.939
Charge: -2
Largest force on an atom in eV/A: 10.38
Multiplicity: 1

---

(5)
ORCA calculation (wB97M-V/def2-TZVPD) on the molecule C7H3ClF6O2 in a non-equilibrium geometry.

The geometry in XYZ format:
```
19
Properties=species:S:1:pos:R:3:forces:R:3
O 1.2368 -0.7400 2.7561 -1.917 0.200 -0.839
O 1.5907 -2.4161 -0.9929 0.103 3.725 -0.171
F -0.8471 2.6531 -0.6480 0.371 -0.680 1.684
F -1.7950 1.7115 1.1484 0.945 0.092 -1.332
F 0.3172 2.1484 1.2478 -0.860 -0.048 -1.555
F -1.2077 -1.2806 -1.7418 0.309 0.962 -0.140
F -0.7115 0.7577 -2.5024 -0.521 -0.930 0.243
F -2.5242 0.3910 -1.3077 1.418 -0.177 0.004
Cl 2.6288 -0.5500 -2.4345 -0.272 0.322 0.413
C 0.1069 -0.6578 2.2836 2.902 -0.016 -0.251
C 1.6856 -1.1900 -1.0951 -0.312 -3.747 0.135
C -0.6654 1.7535 0.3588 0.045 0.049 1.044
C -1.2092 0.0423 -1.4680 -0.059 0.441 0.458
C -0.3324 0.3679 -0.2133 -0.509 -0.922 0.246
C -0.0896 -0.7897 0.7637 2.004 2.068 0.170
C 1.0965 -0.2247 -0.0890 -1.589 -0.755 0.453
H -0.7165 -0.5432 2.9557 -1.064 0.068 0.296
H -0.4330 -1.7610 0.5193 -0.442 -0.712 -0.616
H 1.8690 0.3279 0.4594 -0.553 0.058 -0.244
```
Forces are in eV/Å.

LUMO in eV: -0.01
E_HOMO in hartree: -0.403
Energy above the lowest of the compared OMol25 structures with the same formula, charge and spin in eV: 0.124
Charge: 0
Largest force on an atom in eV/A: 3.76
Multiplicity: 1